Below is a gas-phase ion, C25H34N3O5 (charge +1), with properties calculated with the ωB97M-V functional and the def2-TZVPD basis.

Computed properties:
Structure (SMILES): CC[NH+](CC)CCNC(=O)c1ccc(NC(=O)/C=C/c2cc(OC)c(OC)c(OC)c2)cc1
LUMO level (eV): -2.477
Gap between HOMO and LUMO (eV): 6.94
HOMO level (eV): -9.4157

Structure (ORCA input):
```
! RIJCOSX wB97M-V def2-TZVPD def2/J DEFGRID3
* xyz 1 1
C -6.6231 -1.6977 -4.9216
C -7.3590 -0.3718 -4.8019
N -6.4612 0.7304 -4.3678
C -6.1186 1.6619 -5.4645
C -5.3041 0.9855 -6.5544
C -6.9599 1.4352 -3.1685
C -6.6892 0.6153 -1.9009
N -5.3153 0.7154 -1.4391
C -4.2327 0.2483 -2.0989
O -4.3078 -0.0947 -3.2957
C -2.9674 0.1967 -1.3784
C -2.8653 0.2377 0.0181
C -1.6429 0.1734 0.6415
C -0.4645 0.0678 -0.1105
N 0.7804 0.0067 0.4612
C 1.1246 0.0542 1.8148
O 0.2969 0.1801 2.6921
C 2.5604 -0.0626 2.0399
C 3.0410 -0.0374 3.2978
C 4.4080 -0.1398 3.7334
C 4.6779 -0.1111 5.0974
C 5.9711 -0.2180 5.5977
O 6.0311 -0.1642 6.9507
C 7.2139 -0.4330 7.6749
C 7.0529 -0.3503 4.7049
O 8.3076 -0.4130 5.2339
C 9.3321 -1.1488 4.5940
C 6.7823 -0.3527 3.3159
O 7.8688 -0.4232 2.4877
C 7.6675 -0.4366 1.0964
C 5.4850 -0.2636 2.8487
C -0.5647 0.0106 -1.5087
C -1.7886 0.0681 -2.1257
H -6.1824 -1.9901 -3.9722
H -5.8304 -1.6497 -5.6611
H -7.3233 -2.4717 -5.2232
H -7.8105 -0.1036 -5.7590
H -8.1688 -0.4746 -4.0770
H -5.4937 0.2735 -3.9988
H -7.0388 2.0890 -5.8740
H -5.5237 2.4723 -5.0382
H -5.8843 0.2487 -7.1014
H -4.4272 0.5062 -6.1265
H -4.9690 1.7365 -7.2641
H -8.0298 1.6317 -3.2696
H -6.4443 2.3938 -3.0789
H -7.3287 0.9851 -1.0997
H -6.9426 -0.4363 -2.0792
H -5.1776 1.0141 -0.4874
H -3.7462 0.2838 0.6424
H -1.5755 0.1981 1.7161
H 1.5485 -0.0909 -0.1896
H 3.2012 -0.1696 1.1776
H 2.3055 0.0727 4.0858
H 3.8784 -0.0156 5.8143
H 7.5908 -1.4381 7.4732
H 6.9184 -0.3633 8.7216
H 7.9945 0.2993 7.4652
H 10.0667 -1.3494 5.3745
H 9.8001 -0.5752 3.7929
H 8.9585 -2.0935 4.1943
H 7.0795 -1.3047 0.7814
H 7.1841 0.4825 0.7503
H 8.6637 -0.5023 0.6615
H 5.2974 -0.2678 1.7893
H 0.3325 -0.0812 -2.1035
H -1.8604 0.0220 -3.2015
*
```

Which charges does Löwdin predict for the atoms? In e, they are:
1 C -0.0512
2 C -0.1754
3 N -0.1602
4 C -0.1823
5 C -0.0543
6 C -0.1086
7 C -0.1128
8 N 0.0936
9 C -0.3699
10 O 0.0448
11 C -0.1481
12 C -0.0088
13 C 0.0166
14 C -0.2019
15 N 0.1310
16 C -0.4459
17 O 0.0739
18 C -0.0051
19 C 0.0013
20 C -0.2139
21 C 0.0540
22 C -0.1832
23 O -0.0569
24 C -0.0626
25 C -0.1126
26 O -0.0918
27 C -0.0546
28 C -0.1790
29 O -0.1044
30 C -0.0728
31 C 0.0299
32 C 0.0000
33 C -0.0051
34 H 0.0769
35 H 0.0770
36 H 0.0907
37 H 0.1305
38 H 0.1253
39 H 0.0933
40 H 0.1375
41 H 0.1307
42 H 0.0772
43 H 0.0846
44 H 0.0902
45 H 0.1399
46 H 0.1382
47 H 0.1381
48 H 0.1315
49 H 0.1324
50 H 0.1121
51 H 0.1044
52 H 0.1406
53 H 0.0991
54 H 0.1261
55 H 0.1309
56 H 0.0985
57 H 0.0959
58 H 0.0950
59 H 0.0978
60 H 0.0907
61 H 0.1034
62 H 0.0992
63 H 0.0988
64 H 0.0985
65 H 0.0947
66 H 0.1171
67 H 0.1193

***

Below is a molecular structure, C22H15Cl5N5O7ReS2 at a distorted geometry, with properties calculated with the ωB97M-V functional and the def2-TZVPD basis.

Computed properties:
LUMO level (alpha / beta) (eV): -5.419 / -4.954
Gap between HOMO and LUMO (alpha / beta) (eV): 5.73 / 6.24
Expectation value of S²: 0.763
HOMO level (alpha / beta) (eV): -11.1477 / -11.1937
Energy relative to the best compared isomer or geometry (same formula, charge and spin) (kcal/mol): 45.6

Structure (ORCA input):
```
! RIJCOSX wB97M-V def2-TZVPD def2/J DEFGRID3
* xyz 1 2
Re 1.1166 -0.9446 -0.0869
O 1.0254 0.6426 3.6580
C 0.4879 0.3009 2.6317
O 0.8406 -0.7239 1.9325
C -0.6826 1.1311 2.1217
C -1.5323 1.6737 3.0520
C -2.5688 2.5284 2.6535
C -2.6695 2.9365 1.3434
C -1.7746 2.4443 0.3967
C -0.7898 1.4415 0.7271
O -0.0574 0.9220 -0.1669
N -1.8203 3.0160 -0.8789
O -2.7475 3.7216 -1.2046
O -0.8516 2.8231 -1.6390
N -3.5010 3.0423 3.6348
O -4.3416 3.8168 3.2408
O -3.3685 2.6532 4.7701
H -1.3999 1.4582 4.1029
H -3.4112 3.6696 1.0543
Cl 3.4940 -0.5380 0.2424
C 3.5591 -2.2586 0.0308
C 2.2487 -2.7161 -0.1254
C 2.0852 -4.0865 -0.2832
Cl 0.5148 -4.7351 -0.4674
C 3.1955 -4.9402 -0.2935
Cl 2.9709 -6.6216 -0.4895
C 4.4900 -4.4260 -0.1598
Cl 5.8387 -5.4689 -0.2242
C 4.6902 -3.0451 0.0166
Cl 6.2598 -2.3964 0.1928
S 0.9130 -1.0903 -2.6361
C -0.5603 -1.7620 -2.0862
N -0.6390 -1.7626 -0.7511
C -1.8034 -2.3137 -0.2930
C -2.1801 -2.5043 1.0349
C -3.3987 -3.0990 1.2920
C -4.2382 -3.5028 0.2542
C -3.8752 -3.3309 -1.0701
C -2.6553 -2.7347 -1.3332
S -1.9253 -2.4144 -2.8958
H -1.5069 -2.2027 1.8232
H -3.7037 -3.2647 2.3128
H -5.1886 -3.9557 0.4814
H -4.5098 -3.6571 -1.8779
N 0.9442 4.0879 -2.9938
C 2.0405 3.8927 -2.0091
C 2.1508 2.3878 -1.6628
N 2.5888 2.1012 -0.3197
H 0.8056 5.0702 -3.2472
H 0.0455 3.6902 -2.5485
H 1.1303 3.5462 -3.8401
H 1.7920 4.4530 -1.1057
H 2.9813 4.2791 -2.4094
H 2.8267 1.8855 -2.3575
H 1.1589 1.9424 -1.7669
H 1.9702 2.5188 0.3672
H 3.5356 2.4200 -0.1469
*
```

Which charges does Löwdin predict for the atoms? In e, they are:
1 Re 1.3914
2 O 0.1271
3 C -0.5735
4 O -0.1630
5 C -0.0398
6 C 0.0956
7 C -0.1200
8 C 0.1044
9 C -0.0620
10 C -0.2644
11 O -0.1969
12 N -0.2955
13 O 0.1286
14 O -0.0159
15 N -0.3670
16 O 0.0968
17 O 0.1048
18 H 0.1434
19 H 0.1396
20 Cl 0.8007
21 C -0.6459
22 C -0.3707
23 C -0.6752
24 Cl 0.7821
25 C -0.6935
26 Cl 0.7330
27 C -0.6790
28 Cl 0.7502
29 C -0.6946
30 Cl 0.7416
31 S 0.6686
32 C -1.0800
33 N -0.2177
34 C -0.3296
35 C -0.0050
36 C -0.0550
37 C -0.0617
38 C -0.0720
39 C -0.4414
40 S 1.1055
41 H 0.1114
42 H 0.1136
43 H 0.1120
44 H 0.1158
45 N 0.1608
46 C -0.1344
47 C -0.2870
48 N -0.0446
49 H 0.1720
50 H 0.1026
51 H 0.1704
52 H 0.1328
53 H 0.1301
54 H 0.1226
55 H 0.0579
56 H 0.0847
57 H 0.0854

***

Below is 12 unconnected molecules or ions with the total composition C48H72O36 at a distorted geometry, with properties calculated with the ωB97M-V functional and the def2-TZVPD basis.

Computed properties:
Structure (SMILES): C[C@H]1COC(=O)O1.C[C@H]1COC(=O)O1.C[C@H]1COC(=O)O1.C[C@H]1COC(=O)O1.C[C@H]1COC(=O)O1.C[C@H]1COC(=O)O1.C[C@H]1COC(=O)O1.C[C@H]1COC(=O)O1.C[C@H]1COC(=O)O1.C[C@H]1COC(=O)O1.C[C@H]1COC(=O)O1.C[C@H]1COC(=O)O1
LUMO level (eV): -0.304
Gap between HOMO and LUMO (eV): 9.92
HOMO level (eV): -10.2265
Energy relative to the best compared isomer or geometry (same formula, charge and spin) (kcal/mol): 69.3

Structure (ORCA input):
```
! RIJCOSX wB97M-V def2-TZVPD def2/J DEFGRID3
* xyz 0 1
C -8.1378 -2.0716 -15.6557
C -8.4053 -3.4719 -15.1655
C -8.5593 -4.5405 -16.2637
O -7.4254 -5.3828 -16.1021
C -6.7366 -5.0093 -15.0003
O -5.7056 -5.5109 -14.6924
O -7.3328 -3.9716 -14.3839
H -7.1231 -1.9632 -16.0517
H -8.1495 -1.3354 -14.8484
H -8.8927 -1.7355 -16.3668
H -9.3548 -3.4301 -14.6268
H -8.5603 -4.1246 -17.2752
H -9.4992 -5.0920 -16.2111
C -6.1229 5.0278 -15.0426
C -6.3195 6.4274 -15.5530
C -7.7396 6.9784 -15.6499
O -7.6464 8.2487 -14.9892
C -6.3785 8.4729 -14.5610
O -6.0475 9.4341 -13.9496
O -5.5750 7.4276 -14.8631
H -6.7594 4.2869 -15.5283
H -6.5659 5.0072 -14.0309
H -5.0710 4.7643 -14.9873
H -5.9061 6.4627 -16.5675
H -8.5335 6.3394 -15.2669
H -7.9811 7.2060 -16.6889
C -9.4699 -1.8940 -10.1935
C -9.2988 -2.8999 -9.0898
C -10.5507 -3.4464 -8.3599
O -10.4213 -4.8480 -8.3999
C -9.3224 -5.2130 -9.0816
O -8.9464 -6.3220 -9.2558
O -8.6959 -4.1182 -9.5754
H -9.6596 -2.4503 -11.1223
H -8.5597 -1.3418 -10.4231
H -10.3114 -1.2117 -10.0847
H -8.5926 -2.5180 -8.3531
H -11.4546 -3.0717 -8.8432
H -10.5500 -3.1140 -7.3225
C 1.3746 0.4420 -15.0046
C 0.4960 -0.7827 -15.0454
C 0.2429 -1.5863 -13.7683
O -1.1133 -1.3210 -13.4183
C -1.7482 -0.8146 -14.4889
O -2.9274 -0.8222 -14.6733
O -0.8622 -0.3164 -15.3554
H 0.9228 1.1276 -14.2728
H 1.2934 1.0551 -15.9015
H 2.4020 0.2370 -14.7184
H 0.6944 -1.3519 -15.9556
H 0.9062 -1.3419 -12.9424
H 0.3401 -2.6555 -13.9646
C -8.5367 -0.5269 -6.4784
C -7.5966 0.6040 -6.8202
C -7.2338 0.6989 -8.3172
O -7.5607 2.0224 -8.6740
C -8.1763 2.6592 -7.6521
O -8.6184 3.7548 -7.7033
O -8.2756 1.8410 -6.5825
H -9.0004 -0.3257 -5.5101
H -8.0508 -1.4998 -6.4393
H -9.3751 -0.5302 -7.1816
H -6.7028 0.5699 -6.1961
H -7.7863 -0.0429 -8.8878
H -6.1667 0.5234 -8.4389
C -4.6225 -2.5789 -12.3033
C -5.4696 -3.0836 -11.1673
C -6.0056 -4.5090 -11.3681
O -5.3438 -5.2657 -10.3264
C -4.9681 -4.3866 -9.3725
O -4.7583 -4.6462 -8.2333
O -4.7102 -3.1831 -9.9549
H -4.2081 -1.5848 -12.1481
H -5.2567 -2.5717 -13.1976
H -3.8147 -3.2666 -12.5622
H -6.3384 -2.4423 -10.9968
H -5.7444 -4.9624 -12.3195
H -7.0668 -4.6109 -11.1551
C -12.2547 4.2012 -18.1284
C -11.9050 4.8739 -16.8223
C -12.5840 4.3750 -15.5509
O -11.5493 3.6670 -14.8562
C -10.3540 4.0178 -15.3628
O -9.2984 3.7522 -14.8793
O -10.5099 4.7171 -16.5023
H -12.1114 4.8377 -19.0002
H -13.3123 3.9212 -18.1506
H -11.7189 3.2677 -18.3105
H -12.0454 5.9434 -16.9755
H -13.4564 3.7369 -15.6575
H -12.8664 5.2115 -14.9072
C -7.2107 1.0884 -19.1729
C -7.4623 2.5475 -19.4661
C -8.4200 3.2405 -18.4713
O -7.9208 4.5654 -18.4282
C -6.6223 4.5578 -18.7986
O -5.9019 5.4977 -18.8026
O -6.2801 3.3028 -19.1696
H -8.1993 0.6324 -19.0324
H -6.6824 0.8172 -18.2678
H -6.7185 0.6540 -20.0429
H -7.8671 2.7930 -20.4497
H -8.4257 2.7696 -17.4818
H -9.4584 3.1410 -18.7856
C -4.5449 -3.2903 -17.1327
C -3.6728 -2.7092 -18.2297
C -2.9978 -3.7557 -19.1297
O -3.6654 -3.5934 -20.3911
C -4.4839 -2.5253 -20.3738
O -5.0857 -2.1033 -21.3068
O -4.5266 -1.9870 -19.1320
H -4.0424 -4.1512 -16.6851
H -5.4265 -3.7524 -17.5837
H -4.8068 -2.5260 -16.4063
H -2.9106 -2.0037 -17.9034
H -3.1542 -4.7882 -18.8192
H -1.9302 -3.6067 -19.2828
C -3.1575 0.8746 -17.5286
C -2.3623 2.1448 -17.4141
C -3.1831 3.3924 -17.7954
O -3.1065 4.2583 -16.6756
C -2.3924 3.6625 -15.6879
O -2.1098 4.1826 -14.6596
O -2.1000 2.3976 -16.0329
H -3.9162 0.7553 -16.7537
H -2.5032 0.0439 -17.2298
H -3.4929 0.5750 -18.5202
H -1.4280 2.1509 -17.9754
H -4.2225 3.1495 -18.0254
H -2.9131 3.8397 -18.7562
C -2.9648 4.7052 -11.1070
C -4.2833 5.4784 -11.0340
C -5.4929 4.5912 -11.2320
O -5.8510 4.1608 -9.9291
C -5.2505 4.9694 -9.0310
O -5.3475 4.8995 -7.8517
O -4.4711 5.8862 -9.6633
H -2.1398 5.3614 -10.8372
H -2.8106 4.4529 -12.1591
H -3.0484 3.8596 -10.4278
H -4.2285 6.3021 -11.7414
H -5.2927 3.7409 -11.8825
H -6.3102 5.1820 -11.6578
C -6.8220 1.2758 -15.6643
C -6.0179 0.7284 -14.4923
C -5.1048 1.6911 -13.7858
O -5.2907 1.3015 -12.4196
C -6.4425 0.5813 -12.2827
O -6.8288 0.2019 -11.2272
O -6.9572 0.2960 -13.5048
H -7.4063 0.4997 -16.1537
H -6.1219 1.8098 -16.3088
H -7.5950 1.9499 -15.2807
H -5.4843 -0.1897 -14.7694
H -5.5042 2.7085 -13.8673
H -4.0932 1.6539 -14.1807
*
```

These are the Löwdin partial charges, in e, on atoms 1 to 99:
1 C -0.0217
2 C -0.3032
3 C -0.0856
4 O 0.0709
5 C -0.5697
6 O 0.1606
7 O 0.0856
8 H 0.0795
9 H 0.0731
10 H 0.0960
11 H 0.1525
12 H 0.1313
13 H 0.1317
14 C -0.0075
15 C -0.3143
16 C -0.0660
17 O 0.0666
18 C -0.5584
19 O 0.1653
20 O 0.0982
21 H 0.0673
22 H 0.0872
23 H 0.0753
24 H 0.1328
25 H 0.1168
26 H 0.1327
27 C -0.0156
28 C -0.2968
29 C -0.0847
30 O 0.0828
31 C -0.5600
32 O 0.1812
33 O 0.0518
34 H 0.0942
35 H 0.0477
36 H 0.0939
37 H 0.1191
38 H 0.1319
39 H 0.1300
40 C -0.0176
41 C -0.2694
42 C -0.0709
43 O 0.0820
44 C -0.5636
45 O 0.1413
46 O 0.0455
47 H 0.1020
48 H 0.0871
49 H 0.0900
50 H 0.1512
51 H 0.1388
52 H 0.1354
53 C -0.0308
54 C -0.2945
55 C -0.1019
56 O 0.0674
57 C -0.5598
58 O 0.1728
59 O 0.0837
60 H 0.0908
61 H 0.0869
62 H 0.0847
63 H 0.1539
64 H 0.0920
65 H 0.1388
66 C -0.0122
67 C -0.3021
68 C -0.0640
69 O 0.0676
70 C -0.5658
71 O 0.1642
72 O 0.0828
73 H 0.0818
74 H 0.0783
75 H 0.1000
76 H 0.1323
77 H 0.1092
78 H 0.1118
79 C -0.0201
80 C -0.2886
81 C -0.0668
82 O 0.0802
83 C -0.5663
84 O 0.1487
85 O 0.0654
86 H 0.0882
87 H 0.0888
88 H 0.0789
89 H 0.1547
90 H 0.1356
91 H 0.1382
92 C -0.0060
93 C -0.2823
94 C -0.1057
95 O 0.0725
96 C -0.5606
97 O 0.1781
98 O 0.0545
99 H 0.0962

***

Ordered total energy results: -1513.279997, -4823.036535, -4581.041230; unit Ha.